Entry 1:
{
  "formula": "C25H51CdN9O4P2S2",
  "method": "wB97M-V/def2-TZVPD",
  "homo_energy_ev": -7.3,
  "relative_energy_kj_mol": 0.00,
  "lumo_ev": 0.41,
  "homo_lumo_gap_ha": 0.2820,
  "species": ["Cd", "N", "C", "S", "N", "N", "C", "C", "C", "C", "C", "C", "C", "O", "H", "H", "H", "H", "H", "H", "H", "C", "N", "C", "P", "O", "O", "P", "O", "N", "C", "C", "N", "C", "C", "N", "C", "C", "H", "H", "H", "H", "H", "H", "H", "H", "H", "H", "H", "H", "H", "H", "H", "H", "H", "H", "H", "H", "H", "H", "H", "H", "C", "C", "C", "C", "N", "C", "S", "N", "C", "C", "C", "C", "H", "H", "H", "H", "H", "H", "H", "H", "H", "H", "H", "H", "H", "H", "H", "H", "H", "H", "H", "H"],
  "positions_angstrom": [[-2.1531, -0.9000, -0.4175], [-3.2566, -3.5539, 3.0294], [-2.8475, -3.0319, 1.8253], [-3.8706, -1.7598, 1.1926], [-1.7633, -3.5456, 1.3314], [-1.3054, -2.9529, 0.1749], [-0.4485, -3.6334, -0.4829], [0.2336, -3.2232, -1.7009], [1.2792, -4.0709, -2.1104], [2.0761, -3.8044, -3.2014], [1.8079, -2.6511, -3.9440], [0.7791, -1.8104, -3.5890], [-0.0495, -2.0449, -2.4600], [-0.9718, -1.1768, -2.1925], [-4.2313, -3.4428, 3.2492], [-2.8416, -4.4415, 3.2678], [-0.1718, -4.6105, -0.0781], [1.4598, -4.9683, -1.5255], [2.8773, -4.4744, -3.4797], [2.4138, -2.4139, -4.8105], [0.5670, -0.9183, -4.1662], [-1.4264, 1.8055, -3.3157], [-1.8070, 2.6415, -2.1774], [-0.7968, 3.6023, -1.7651], [-3.1249, 2.2564, -1.3034], [-3.4966, 0.8229, -1.3253], [-2.7959, 2.7762, 0.2028], [-1.7981, 2.0156, 1.2360], [-1.0679, 0.9200, 0.5434], [-0.7579, 3.1354, 1.7977], [0.6783, 3.0926, 1.5688], [-1.2374, 4.2689, 2.5700], [-2.8176, 1.6454, 2.4507], [-4.2734, 1.6787, 2.4291], [-2.2431, 0.8522, 3.5397], [-4.3824, 3.2032, -1.7643], [-5.6949, 2.9063, -1.1990], [-4.1753, 4.6047, -2.0914], [-1.2466, 2.4366, -4.1893], [-2.2127, 1.0903, -3.5410], [-0.5260, 1.2339, -3.0827], [-0.5664, 4.2782, -2.5928], [0.1225, 3.0855, -1.4720], [-1.1423, 4.1956, -0.9211], [0.9630, 2.1252, 1.1670], [1.2018, 3.2207, 2.5187], [0.9931, 3.8918, 0.8893], [-2.3242, 4.2629, 2.6288], [-0.9229, 5.2051, 2.1005], [-0.8361, 4.2420, 3.5869], [-4.6281, 2.2980, 1.6108], [-4.6282, 2.1109, 3.3686], [-4.6838, 0.6733, 2.3238], [-1.1535, 0.8616, 3.4855], [-2.5804, -0.1848, 3.4715], [-2.5492, 1.2717, 4.5007], [-5.7760, 1.8405, -0.9974], [-6.4663, 3.1819, -1.9193], [-5.8708, 3.4653, -0.2726], [-3.2338, 4.7310, -2.6214], [-4.1730, 5.2417, -1.1987], [-4.9816, 4.9375, -2.7464], [5.1746, -0.2062, -1.0232], [4.5867, 0.9738, -1.7914], [3.1183, 0.8161, -2.1835], [2.1559, 0.6601, -1.0099], [2.1432, -0.6924, -0.4893], [2.1620, -1.0519, 0.8108], [2.3999, 0.0381, 2.0755], [2.0264, -2.3764, 1.0049], [1.8747, -3.0591, 2.2774], [2.7293, -4.3218, 2.3400], [4.2024, -4.0850, 2.6710], [4.9449, -3.1784, 1.6940], [6.2519, -0.0848, -0.8981], [5.0018, -1.1462, -1.5534], [4.7340, -0.2951, -0.0300], [5.1684, 1.1399, -2.7027], [4.6943, 1.8826, -1.1900], [2.9996, -0.0398, -2.8576], [2.8094, 1.6974, -2.7548], [1.1364, 0.9230, -1.3141], [2.4422, 1.3182, -0.1907], [1.9091, -1.4096, -1.1639], [1.8788, -2.9395, 0.1799], [0.8177, -3.3070, 2.4222], [2.1590, -2.3563, 3.0592], [2.6448, -4.8614, 1.3881], [2.2992, -4.9816, 3.0979], [4.7039, -5.0558, 2.7194], [4.2675, -3.6569, 3.6761], [4.8366, -3.5308, 0.6650], [6.0105, -3.1539, 1.9278], [4.5728, -2.1544, 1.7381]],
  "mulliken_charge": [2.209, -0.478, 0.335, -0.557, -1.023, 0.544, -0.479, 0.204, -0.229, -0.999, -0.375, -0.262, 0.224, -0.961, 0.228, 0.247, 0.317, 0.396, 0.418, 0.419, 0.413, -0.964, 0.727, -0.703, 0.758, -1.268, -0.597, -0.989, 0.434, 0.751, -0.344, -1.191, 0.702, -0.748, -0.949, 0.116, -1.084, -0.996, 0.392, 0.375, -0.007, 0.467, -0.182, 0.364, -0.466, 0.409, 0.191, 0.324, 0.367, 0.319, 0.122, 0.349, 0.190, 0.288, 0.217, 0.356, 0.318, 0.379, 0.287, 0.276, 0.274, 0.356, -0.877, -0.786, -1.037, 0.361, 0.691, 0.349, -0.385, 0.553, -0.627, -0.753, -0.561, -0.832, 0.470, 0.226, 0.072, 0.445, 0.309, 0.239, 0.381, -0.779, 0.710, -0.810, -0.277, 0.175, 0.535, 0.210, 0.384, 0.355, 0.289, 0.234, 0.473, 0.054]
}

***

Entry 2:
{
  "formula": "C7H8O",
  "method": "wB97M-V/def2-TZVPD",
  "homo_energy_ev": -7.6,
  "relative_energy_kj_mol": 954.89,
  "lumo_ev": 0.80,
  "homo_lumo_gap_ha": 0.3076,
  "species": ["C", "C", "C", "C", "C", "C", "C", "H", "H", "H", "H", "H", "H", "H", "H", "O"],
  "positions_angstrom": [[0.3953, -0.0352, -1.6362], [1.4053, 0.0587, -0.3437], [0.3874, 1.0163, 1.9498], [-1.2592, 0.3356, 0.3189], [-0.7476, -0.6124, -0.7620], [-0.5809, -0.8530, 0.6738], [0.5456, 0.0916, 0.9099], [0.8854, -0.4566, -2.5829], [0.1374, 1.2843, -1.5081], [1.9340, -0.8425, -0.3926], [-0.3589, 0.8078, 2.7648], [-2.3870, 0.1671, 0.5804], [-1.3884, -1.3886, -1.3112], [-0.6497, -1.6792, 1.2080], [2.1350, 0.7795, -0.4829], [-0.4539, 1.3266, 0.6140]],
  "nbo_charge": [-0.404, -0.430, -0.296, 0.101, -0.256, -0.356, 0.279, 0.256, 0.215, 0.216, 0.160, 0.205, 0.233, 0.230, 0.223, -0.374]
}

***

Entry 3:
{
  "formula": "C19H36NO5",
  "method": "wB97M-V/def2-TZVPD",
  "homo_energy_ev": -1.4,
  "relative_energy_kj_mol": 498.83,
  "lumo_ev": 1.90,
  "charge": -1,
  "homo_lumo_gap_ha": 0.1210,
  "species": ["C", "C", "C", "N", "C", "C", "O", "C", "C", "H", "H", "H", "H", "H", "H", "H", "H", "H", "H", "H", "H", "C", "C", "O", "C", "H", "H", "H", "H", "H", "H", "C", "C", "O", "C", "H", "H", "H", "H", "H", "H", "C", "C", "O", "C", "H", "H", "H", "H", "H", "H", "C", "C", "O", "C", "H", "H", "H", "H", "H", "H"],
  "positions_angstrom": [[7.7173, 0.3752, 0.1395], [7.4027, 1.3859, -0.4428], [6.6747, 2.5117, -1.0924], [6.3314, 2.3424, -2.4753], [5.8687, 1.0277, -2.7913], [4.6291, 0.5109, -2.0460], [3.4747, 1.2974, -2.3069], [2.9115, 1.9218, -1.1778], [1.9010, 1.0463, -0.4220], [8.3027, -0.4552, 0.4633], [7.3526, 3.3734, -1.0212], [5.8208, 2.7703, -0.4264], [6.6470, 0.2330, -2.7157], [5.5746, 1.0443, -3.8501], [4.8155, 0.3941, -0.9747], [4.4210, -0.5068, -2.4166], [2.4750, 2.8625, -1.5153], [3.7057, 2.1949, -0.4767], [0.8691, 1.3387, -0.6104], [2.0703, 1.2008, 0.6450], [2.0690, -0.0085, -0.6002], [-0.4613, 5.8237, -2.6840], [-0.2689, 4.3252, -2.6246], [-0.1454, 3.7440, -1.5753], [-0.2285, 3.5882, -3.9414], [-0.4673, 6.2278, -1.6743], [0.3531, 6.2818, -3.2470], [-1.4089, 6.0607, -3.1714], [0.5959, 3.9596, -4.5517], [-1.1670, 3.7329, -4.4810], [-0.0788, 2.5274, -3.7558], [-1.0394, -2.3305, 1.0564], [0.4695, -2.3572, 1.0049], [1.1144, -1.3500, 1.1621], [1.1273, -3.6916, 0.7425], [-1.3707, -1.3130, 1.2490], [-1.4560, -2.6672, 0.1052], [-1.4017, -2.9791, 1.8564], [0.8016, -4.0863, -0.2213], [0.8582, -4.4015, 1.5266], [2.2073, -3.5643, 0.7284], [-5.7683, 0.3912, 1.3540], [-4.4733, -0.0111, 2.0196], [-4.2625, -1.1552, 2.3508], [-3.4555, 1.0780, 2.2477], [-6.4094, -0.4813, 1.2472], [-6.2816, 1.1410, 1.9580], [-5.5656, 0.8089, 0.3669], [-3.8771, 1.8553, 2.8872], [-3.1609, 1.5232, 1.2960], [-2.5751, 0.6592, 2.7290], [-5.8127, -5.8655, 3.8678], [-4.7327, -5.2312, 3.0200], [-3.5976, -5.6457, 3.0384], [-5.1427, -4.0635, 2.1597], [-5.3900, -6.6900, 4.4376], [-6.2264, -5.1287, 4.5581], [-6.6135, -6.2442, 3.2307], [-5.5257, -3.2557, 2.7800], [-5.9149, -4.3781, 1.4535], [-4.2824, -3.6980, 1.6081]],
  "nbo_charge": [-0.405, 0.063, -0.321, -0.801, -0.247, -0.093, -0.559, -0.054, -0.643, 0.210, 0.187, 0.138, 0.113, 0.166, 0.160, 0.139, 0.168, 0.161, 0.199, 0.200, 0.219, -0.720, 0.596, -0.534, -0.723, 0.231, 0.232, 0.218, 0.238, 0.214, 0.246, -0.719, 0.590, -0.526, -0.721, 0.230, 0.222, 0.234, 0.225, 0.225, 0.240, -0.721, 0.605, -0.558, -0.725, 0.228, 0.227, 0.233, 0.227, 0.242, 0.243, -0.720, 0.596, -0.545, -0.719, 0.231, 0.226, 0.223, 0.244, 0.218, 0.244]
}

***

Entry 4:
{
  "formula": "C10H13N2O6Re",
  "method": "wB97M-V/def2-TZVPD",
  "s2": 3.805,
  "homo_energy_ev": [-17.3, -20.9],
  "relative_energy_kj_mol": 75.31,
  "lumo_ev": [-13.28, -15.23],
  "charge": 3,
  "homo_lumo_gap_ha": [0.1489, 0.2084],
  "spin_multiplicity": 4,
  "species": ["O", "C", "Re", "O", "C", "C", "O", "C", "O", "C", "O", "H", "C", "N", "C", "C", "O", "N", "C", "C", "H", "H", "H", "H", "H", "H", "H", "H", "H", "H", "H", "H"],
  "positions_angstrom": [[-2.2899, -3.8029, -2.0534], [-1.1720, -3.8492, -1.7322], [0.9027, 0.4019, -2.1751], [2.2096, -2.1946, -0.9440], [1.7461, -1.2231, -1.3745], [2.5757, 1.2332, -2.6398], [3.6029, 1.7274, -2.8947], [-0.1157, 1.9285, -3.0380], [-0.6999, 2.7961, -3.5258], [0.8015, -0.5759, -3.8140], [0.7618, -1.1799, -4.8187], [-0.3342, -2.9540, -1.6999], [-2.6785, -0.1761, 0.4437], [-1.5564, 0.1079, 1.3172], [-1.8275, 0.2906, 2.7352], [-0.3939, 0.4237, 0.7285], [-0.4648, 0.4914, -0.5664], [0.7437, 0.6562, 1.4203], [1.0514, -0.0352, 2.6603], [1.8617, 1.4167, 0.8454], [-3.5419, -0.3850, 1.0779], [-2.4697, -1.0398, -0.1981], [-2.9038, 0.6898, -0.2008], [-1.4771, -0.5640, 3.3332], [-1.3461, 1.2106, 3.1065], [-2.9033, 0.3804, 2.8513], [0.5688, -1.0233, 2.7078], [2.1390, -0.1840, 2.7266], [0.7447, 0.5667, 3.5360], [2.5978, 0.7603, 0.3677], [1.5014, 2.1739, 0.1382], [2.3657, 1.9316, 1.6798]],
  "nbo_charge": [-0.317, 0.535, 0.344, -0.330, 0.501, 0.540, -0.246, 0.555, -0.265, 0.554, -0.240, 0.105, -0.441, -0.097, -0.458, 0.732, -0.698, -0.158, -0.463, -0.459, 0.273, 0.263, 0.293, 0.286, 0.266, 0.285, 0.255, 0.287, 0.289, 0.257, 0.248, 0.305]
}

***

Entry 5:
{
  "formula": "C30H46IrO2P2",
  "method": "wB97M-V/def2-TZVPD",
  "s2": 8.781,
  "homo_energy_ev": [-10.0, -13.5],
  "relative_energy_kj_mol": 98.09,
  "lumo_ev": [-5.12, -9.61],
  "charge": 2,
  "homo_lumo_gap_ha": [0.1809, 0.1422],
  "spin_multiplicity": 6,
  "species": ["Ir", "C", "C", "C", "C", "C", "C", "H", "H", "H", "C", "H", "H", "H", "C", "H", "H", "H", "C", "H", "H", "H", "C", "H", "H", "H", "C", "C", "C", "C", "C", "C", "C", "C", "H", "H", "H", "H", "H", "H", "H", "H", "H", "H", "H", "H", "P", "C", "C", "P", "C", "C", "C", "H", "H", "H", "H", "H", "H", "H", "H", "H", "H", "H", "H", "H", "H", "O", "C", "O", "C", "C", "C", "C", "C", "C", "H", "H", "H", "H", "H"],
  "positions_angstrom": [[0.7248, 0.7274, 0.0176], [2.1735, -0.9469, 0.2983], [2.2367, -0.0784, 1.4494], [0.1001, -1.0100, 1.3616], [0.8557, -1.5299, 0.2513], [0.9476, -0.1076, 2.0935], [3.2823, -1.2483, -0.6566], [4.0301, -0.4514, -0.6440], [2.8851, -1.3634, -1.6712], [3.7722, -2.1895, -0.3785], [0.3408, -2.4723, -0.7742], [1.0485, -2.5994, -1.5966], [-0.6120, -2.0823, -1.1771], [0.1104, -3.4457, -0.3220], [-1.3162, -1.3414, 1.6668], [-1.4249, -2.4144, 1.8659], [-1.9337, -1.1222, 0.7809], [-1.6952, -0.7646, 2.5148], [0.5643, 0.6120, 3.3436], [0.6615, -0.0575, 4.2061], [-0.4784, 0.9385, 3.2915], [1.2079, 1.4806, 3.5052], [3.4270, 0.6971, 1.9021], [4.0009, 0.1166, 2.6308], [3.1215, 1.6296, 2.3826], [4.0833, 0.9246, 1.0591], [0.9982, 4.6268, -3.8245], [2.3165, 4.6384, -3.5604], [3.0579, 5.7290, -2.8607], [2.2629, 6.4631, -1.7482], [1.2448, 5.6731, -0.9771], [-0.0749, 5.7321, -1.2301], [-0.6695, 6.1931, -2.5237], [0.1182, 5.8438, -3.8224], [3.4063, 6.4816, -3.5912], [1.8016, 7.3534, -2.1995], [3.9801, 5.3142, -2.4208], [0.6909, 6.7360, -4.1183], [0.5308, 3.7237, -4.2401], [2.9701, 3.8724, -3.9920], [-0.6355, 5.6821, -4.6115], [-1.6889, 5.7841, -2.6176], [-0.8296, 5.5529, -0.4592], [-0.8098, 7.2889, -2.5044], [3.0074, 6.8246, -1.0205], [1.6529, 5.1367, -0.1147], [0.5033, 1.2359, -2.1641], [-0.2011, 0.1868, -3.4148], [2.2298, 1.6757, -2.4133], [-0.7666, 2.4142, 0.1114], [-0.5761, 2.6545, -1.7193], [-0.2361, 3.5952, 1.3666], [-2.4791, 1.9336, 0.3787], [-1.0657, -0.3488, -2.9870], [0.5553, -0.5354, -3.7529], [-0.5319, 0.7981, -4.2671], [2.3223, 2.7568, -2.5221], [2.6048, 1.1759, -3.3145], [2.8318, 1.3814, -1.5398], [-3.1237, 2.7738, 0.0840], [-2.6217, 1.7053, 1.4438], [-2.7223, 1.0504, -0.2317], [-1.5482, 2.5866, -2.2276], [-0.0877, 3.6018, -1.9537], [-1.0318, 3.6834, 2.1208], [-0.0190, 4.5811, 0.9474], [0.6784, 3.2171, 1.8498], [-4.3762, -0.5029, -2.0188], [-3.4781, -1.2784, -1.6243], [-2.2684, -0.9985, -1.3519], [-3.9107, -2.7237, -1.4573], [-3.2329, -3.6498, -0.6387], [-3.7218, -4.9521, -0.4590], [-4.9056, -5.3488, -1.1031], [-5.5817, -4.4393, -1.9371], [-5.0829, -3.1438, -2.1089], [-2.3172, -3.3445, -0.1278], [-3.1783, -5.6485, 0.1860], [-5.2958, -6.3582, -0.9555], [-6.4965, -4.7320, -2.4508], [-5.6107, -2.4231, -2.7344]],
  "mulliken_charge": [-0.303, 0.228, 0.452, 0.305, 0.427, 0.418, -1.271, 0.316, 0.403, 0.334, -0.589, 0.385, -0.112, 0.383, -0.745, 0.348, -0.075, 0.433, -1.340, 0.320, 0.357, 0.347, -1.509, 0.349, 0.387, 0.393, 0.052, -0.774, -0.824, -1.028, 0.081, -0.567, -1.176, -0.887, 0.361, 0.290, 0.370, 0.347, 0.627, 0.639, 0.379, 0.351, 0.871, 0.441, 0.415, 0.333, 0.693, -0.790, 0.077, 0.943, 1.072, -1.036, -1.057, -0.152, 0.452, 0.451, -0.791, 0.559, 0.080, 0.483, 0.454, 0.002, 0.734, -1.944, 0.428, 0.404, 0.103, -0.750, 0.250, -0.474, 0.244, 0.810, -0.688, -0.475, -0.407, -0.489, 0.056, 0.444, 0.421, 0.442, 0.512]
}